Record 1
Molecular formula: HO2P
Method: DFT, ωB97M-V/def2-TZVPD

Computed properties:
Calculated total energy (Eh): -492.3059
Spin multiplicity: 1
HOMO (Eh): -0.391
Largest force on an atom (eV/A): 2.469
Kohn-Sham gap (eV): 10.195

Geometry (Å):
O -0.680 -1.358 -1.391
O 0.347 -0.498 -1.983
P 0.583 -1.004 -0.385
H -0.099 0.226 0.340

---

Record 2
Molecular formula: C24H13ClF5N4O2S2V
Method: DFT, ωB97M-V/def2-TZVPD

Computed properties:
Calculated total energy (Eh): -3991.6032
Spin multiplicity: 2
Total charge: +1
HOMO (spin up / spin down) (Eh): -0.422 / -0.425
Largest force on an atom (eV/A): 0.283
Expectation value of S²: 0.768
Kohn-Sham gap (spin up / spin down) (eV): 6.739 / 7.400

Geometry (Å):
V 0.059 -0.255 -1.011
S -0.104 -1.742 -2.820
C 1.137 -2.417 -1.836
N 1.587 -1.615 -0.878
C 2.507 -2.268 -0.039
C 3.211 -1.734 1.033
C 4.089 -2.554 1.719
C 4.281 -3.885 1.344
C 3.601 -4.417 0.265
C 2.715 -3.594 -0.416
S 1.748 -4.005 -1.811
H 3.100 -0.699 1.319
H 4.644 -2.150 2.555
H 4.974 -4.504 1.896
H 3.752 -5.444 -0.039
Cl -3.080 6.005 -3.798
C -2.323 4.585 -3.184
C -1.089 4.673 -2.557
C -0.485 3.525 -2.069
C -1.111 2.300 -2.202
O -0.491 1.195 -1.693
C -2.353 2.199 -2.830
C -3.108 0.930 -2.998
O -2.748 -0.152 -2.608
C -2.948 3.355 -3.318
H -0.603 5.633 -2.452
H 0.477 3.577 -1.576
H -4.071 1.044 -3.528
H -3.912 3.288 -3.807
F -2.150 1.386 0.518
C -2.395 0.068 0.637
C -1.513 -0.858 0.100
C -1.838 -2.190 0.298
F -1.029 -3.165 -0.147
C -2.978 -2.595 0.972
F -3.243 -3.883 1.147
C -3.843 -1.637 1.473
F -4.937 -2.001 2.121
C -3.549 -0.292 1.307
F -4.371 0.632 1.794
N 1.075 0.764 4.312
C 1.366 1.002 3.018
C 0.636 0.386 1.977
N 0.941 0.626 0.716
C 1.959 1.459 0.438
C 2.666 2.041 1.470
N 2.382 1.820 2.747
H 0.259 0.246 4.583
H 1.579 1.278 5.015
H -0.174 -0.300 2.181
H 2.207 1.635 -0.600
H 3.495 2.706 1.259

---

Record 3
Molecular formula: C6H8
Method: DFT, ωB97M-V/def2-TZVPD

Computed properties:
Calculated total energy (Eh): -233.2600
Spin multiplicity: 1
HOMO (Eh): -0.358
Largest force on an atom (eV/A): 4.562
Kohn-Sham gap (eV): 10.888

Geometry (Å):
C 0.961 0.388 2.592
C 0.550 0.580 1.473
C 0.940 -1.460 -0.945
C 0.820 -0.164 -1.060
C -1.453 0.077 0.173
C -0.063 0.709 0.186
H 1.280 0.260 3.521
H 1.655 -2.078 -1.474
H 0.781 -1.909 -0.018
H 1.310 0.266 -1.882
H -1.915 0.734 -0.482
H -1.398 -1.019 -0.301
H -2.077 0.103 1.094
H -0.058 1.814 -0.200

---

Record 4
Molecular formula: C24H15F10N4O3PdS
Method: DFT, ωB97M-V/def2-TZVPD

Computed properties:
Calculated total energy (Eh): -2892.6240
Spin multiplicity: 5
Total charge: +1
HOMO (spin up / spin down) (Eh): -0.434 / -0.450
Largest force on an atom (eV/A): 0.487
Expectation value of S²: 6.082
Kohn-Sham gap (spin up / spin down) (eV): 9.216 / 6.516

Geometry (Å):
Pd -0.315 -1.379 0.387
C 1.840 -1.568 2.800
N 0.844 -2.369 2.074
C 1.460 -3.533 1.409
C 2.347 -3.107 0.255
N 1.614 -2.177 -0.583
C 2.254 -1.355 -1.441
C 1.588 -1.007 -2.648
F 0.476 -1.637 -2.978
C 2.107 -0.089 -3.530
F 1.479 0.195 -4.659
C 3.320 0.527 -3.241
F 3.820 1.418 -4.073
C 4.012 0.207 -2.078
F 5.147 0.831 -1.799
C 3.503 -0.729 -1.212
F 4.161 -0.933 -0.069
C -0.259 -2.798 2.951
C -1.046 -1.604 3.462
N -1.317 -0.698 2.357
C -1.535 0.610 2.574
C -2.329 1.321 1.628
F -2.945 0.654 0.668
C -2.558 2.672 1.721
F -3.325 3.288 0.834
C -1.997 3.392 2.768
F -2.200 4.689 2.862
C -1.218 2.745 3.724
F -0.660 3.450 4.696
C -1.011 1.392 3.644
F -0.185 0.857 4.545
H 2.271 -2.150 3.622
H 1.380 -0.668 3.204
H 2.636 -1.261 2.125
H 0.650 -4.157 1.027
H 2.034 -4.134 2.123
H 2.558 -3.993 -0.355
H 3.311 -2.724 0.582
H 0.115 -3.385 3.797
H -0.912 -3.445 2.362
H -0.552 -1.124 4.301
H -2.012 -1.964 3.833
O -2.198 -1.454 -3.514
S -2.558 -0.559 -2.463
O -3.838 -0.656 -1.835
N -1.371 -0.569 -1.291
C -0.758 0.587 -1.179
O 0.121 0.708 -0.264
C -1.191 1.625 -2.134
C -0.735 2.918 -2.295
C -1.329 3.692 -3.285
C -2.348 3.175 -4.081
C -2.808 1.872 -3.914
C -2.208 1.119 -2.927
H 0.057 3.309 -1.669
H -0.995 4.709 -3.443
H -2.793 3.799 -4.845
H -3.601 1.470 -4.531

---

Record 5
Molecular formula: C12H8AuO6S4
Method: DFT, ωB97M-V/def2-TZVPD

Computed properties:
Calculated total energy (Eh): -2642.0446
Spin multiplicity: 3
Total charge: -1
HOMO (spin up / spin down) (Eh): -0.189 / -0.224
Largest force on an atom (eV/A): 0.225
Expectation value of S²: 2.028
Kohn-Sham gap (spin up / spin down) (eV): 7.589 / 5.785

Geometry (Å):
Au 0.905 0.997 -0.948
O -1.184 0.789 -4.134
S -0.713 -0.405 -3.492
O -0.639 -1.591 -4.315
O 0.591 -0.237 -2.766
C -1.910 -0.825 -2.189
C -2.283 -2.169 -2.165
C -3.201 -2.649 -1.249
C -3.770 -1.786 -0.326
C -3.402 -0.453 -0.326
C -2.479 0.042 -1.246
S -2.174 1.804 -1.040
O -3.186 2.505 -1.780
O -2.174 2.004 0.396
O -0.819 2.043 -1.623
H -1.837 -2.824 -2.898
H -3.470 -3.699 -1.258
H -4.491 -2.147 0.397
H -3.815 0.230 0.404
S 0.659 1.549 1.379
C 2.151 1.046 2.007
C 2.339 1.138 3.416
C 3.523 0.808 4.001
C 4.599 0.353 3.200
C 4.454 0.235 1.850
C 3.231 0.556 1.204
S 3.136 0.339 -0.482
H 1.503 1.488 4.010
H 3.644 0.890 5.073
H 5.541 0.092 3.664
H 5.271 -0.123 1.237

---

Record 6
Molecular formula: C21H23F3O3S
Method: DFT, ωB97M-V/def2-TZVPD

Computed properties:
Calculated total energy (Eh): -1737.4053
Spin multiplicity: 1
HOMO (Eh): -0.344
Largest force on an atom (eV/A): 4.453
Kohn-Sham gap (eV): 9.545

Geometry (Å):
O 5.059 7.531 -2.888
S 5.346 6.068 -2.989
O 6.636 5.505 -3.504
O 5.072 5.528 -1.339
C 4.054 6.143 -0.600
C 3.058 5.056 -0.126
C 3.983 5.142 -3.790
H 3.550 6.997 -1.052
H 4.613 6.662 0.179
H 3.765 4.301 0.219
H 2.472 4.647 -0.949
H 2.488 5.313 0.767
H 3.045 5.643 -3.551
H 3.949 4.103 -3.463
H 4.112 5.276 -4.864
F 0.261 -0.489 1.798
C 0.604 -1.151 0.666
C 0.687 -2.530 0.627
C 0.858 -3.063 -0.639
C 1.019 -2.311 -1.862
C 1.040 -0.905 -1.700
C 0.837 -0.326 -0.441
H 0.526 -3.203 1.456
H 0.958 -4.121 -0.833
H 1.217 -2.714 -2.844
H 1.204 -0.260 -2.551
H 0.896 0.731 -0.230
F 1.103 -9.869 3.017
C 0.229 -9.650 4.043
C -0.499 -10.701 4.604
C -1.347 -10.501 5.603
C -1.400 -9.299 6.258
C -0.705 -8.197 5.748
C 0.142 -8.374 4.585
H -0.566 -11.679 4.152
H -2.000 -11.315 5.883
H -2.068 -9.131 7.090
H -0.945 -7.232 6.170
H 0.869 -7.640 4.270
F -7.583 5.572 -2.637
C -6.385 4.972 -2.503
C -5.632 5.121 -1.342
C -4.562 4.311 -1.080
C -4.244 3.316 -1.993
C -4.886 3.254 -3.179
C -6.045 4.014 -3.459
H -5.986 5.811 -0.591
H -4.118 4.479 -0.109
H -3.371 2.697 -1.846
H -4.541 2.557 -3.928
H -6.768 3.909 -4.255